(1)
Molecular formula: C33H36ClCrIN5OS
Method: DFT, the ωB97M-V functional and the def2-TZVPD basis

The spin multiplicity is 5. Its relative energy (zero: lowest compared OMol25 entry of this formula, charge and spin) is 48.9 kcal/mol. The expectation value of S² is 6.096. For the gap between HOMO and LUMO (alpha / beta), the calculation gives 3.69 / 6.41 eV. The calculation puts the total energy at -3828.66840 Ha. Its net charge is -1. For the largest force on an atom, the calculation gives 0.048 hartree/bohr.

CARTESIAN COORDINATES (ANGSTROEM)
Cr (1.48637, 0.84143, -0.89407)
Cl (5.70057, -4.47397, -1.07737)
C (4.99647, -2.89957, -1.30617)
C (5.83147, -1.83077, -1.56947)
C (5.29587, -0.56647, -1.71867)
I (6.52887, 1.10333, -2.10057)
C (3.92877, -0.31247, -1.57347)
O (3.38827, 0.85453, -1.67097)
C (3.09067, -1.43277, -1.32107)
N (1.76157, -1.13437, -1.23017)
C (0.90767, -2.16647, -1.15787)
C (1.31417, -3.47907, -1.04687)
C (2.66937, -3.79107, -1.02207)
C (3.59947, -2.74927, -1.21067)
H (6.89637, -1.98337, -1.65767)
H (-0.13513, -1.88717, -1.18737)
H (0.57137, -4.25927, -0.96927)
H (3.00637, -4.80577, -0.87727)
C (-0.63013, 1.33063, -0.84877)
C (-1.21803, 1.85223, 0.39093)
C (-2.11603, 1.07643, 1.12883)
C (-2.66743, 1.52493, 2.31183)
C (-2.33613, 2.77623, 2.80663)
C (-1.46413, 3.57363, 2.08053)
C (-0.93633, 3.13223, 0.88423)
H (-0.76483, 2.06613, -1.65067)
H (-1.17073, 0.42583, -1.13067)
H (-2.39203, 0.10733, 0.73583)
H (-3.36303, 0.89473, 2.85253)
H (-2.76903, 3.13083, 3.73223)
H (-1.20983, 4.56303, 2.44243)
H (-0.29533, 3.78763, 0.31163)
C (-6.35043, -2.86287, -3.83157)
C (-4.90453, -3.00627, -3.38067)
N (-4.43593, -1.75657, -2.78797)
C (-3.13003, -1.74227, -2.29887)
S (-1.91313, -1.00297, -3.13807)
N (-2.89413, -2.35047, -1.12067)
C (-3.85343, -2.95157, -0.22917)
C (-3.43823, -2.78657, 1.22793)
H (-6.69143, -3.78287, -4.29957)
H (-6.43823, -2.05547, -4.55677)
H (-6.99013, -2.64137, -2.98157)
H (-4.28343, -3.29017, -4.24447)
H (-4.80983, -3.79837, -2.63617)
H (-4.53743, -1.00377, -3.46547)
H (-1.93423, -2.32637, -0.80167)
H (-3.94213, -4.02567, -0.44877)
H (-4.82423, -2.48057, -0.40347)
H (-2.44563, -3.20007, 1.39643)
H (-4.13883, -3.31257, 1.87153)
H (-3.42223, -1.73987, 1.51763)
N (3.49077, 7.79713, -1.71637)
C (3.11567, 6.70903, -1.59527)
C (2.65757, 5.40853, -1.42617)
C (2.80557, 4.73323, -0.18937)
C (2.34387, 3.45643, -0.06087)
N (1.71747, 2.77923, -1.05057)
C (1.59837, 3.41063, -2.23827)
C (2.03467, 4.68343, -2.47367)
H (3.27617, 5.23133, 0.64463)
H (2.43187, 2.91193, 0.87093)
H (1.14297, 2.83073, -3.03607)
H (1.92507, 5.13343, -3.44967)
C (-0.00923, -0.55077, 4.15383)
C (1.27757, 0.11893, 3.65993)
C (2.48947, -0.71577, 4.09193)
C (1.39147, 1.53553, 4.23703)
C (1.26457, 0.23183, 2.19913)
C (1.25537, 0.40053, 1.00143)
H (0.00297, -0.64777, 5.23943)
H (-0.09973, -1.54287, 3.71683)
H (-0.87763, 0.03703, 3.86493)
H (2.57367, -0.73577, 5.17893)
H (3.40367, -0.29717, 3.67703)
H (2.39047, -1.73717, 3.72933)
H (1.46507, 1.50753, 5.32333)
H (0.52507, 2.13123, 3.95653)
H (2.27897, 2.02703, 3.84573)



(2)
Molecular formula: C33H36CrN9O2S2
Method: DFT, the ωB97M-V functional and the def2-TZVPD basis

The spin multiplicity is 4. Its relative energy (zero: lowest compared OMol25 entry of this formula, charge and spin) is 0.0 kcal/mol. The expectation value of S² is 3.777. For the gap between HOMO and LUMO (alpha / beta), the calculation gives 7.41 / 6.71 eV. The calculation puts the total energy at -3762.89366 Ha. Its net charge is +2. For the largest force on an atom, the calculation gives 0.007 hartree/bohr.

CARTESIAN COORDINATES (ANGSTROEM)
Cr (-0.98287, -0.57999, -0.87346)
C (1.69065, -1.75696, -0.49681)
N (0.31789, -1.88957, 0.07866)
C (0.30585, -1.56156, 1.53210)
C (0.10272, -0.08292, 1.73836)
C (0.47517, 0.56169, 2.90238)
C (0.15514, 1.90197, 3.05662)
C (-0.52033, 2.56261, 2.04281)
C (-0.84368, 1.86146, 0.90066)
N (-0.54277, 0.56673, 0.75797)
C (-0.26628, -3.23722, -0.18896)
C (-0.68247, -3.33487, -1.63205)
C (-0.62537, -4.50962, -2.35588)
C (-1.07496, -4.50864, -3.66842)
C (-1.56041, -3.33317, -4.21925)
C (-1.58165, -2.19455, -3.43856)
N (-1.15506, -2.19679, -2.17169)
C (1.77880, -0.81017, -1.66459)
C (2.95766, -0.64156, -2.37035)
C (3.00383, 0.31297, -3.37029)
C (1.87623, 1.08012, -3.63329)
C (0.73711, 0.84587, -2.89685)
N (0.69081, -0.09245, -1.94187)
H (2.06348, -2.74362, -0.77782)
H (2.35241, -1.36928, 0.27988)
H (1.21694, -1.91365, 2.01813)
H (-0.54535, -2.07397, 1.98097)
H (0.99076, 0.01531, 3.68091)
H (0.43528, 2.42630, 3.96071)
H (-0.77853, 3.60830, 2.12285)
H (-1.35563, 2.33039, 0.07117)
H (-1.15003, -3.33930, 0.44453)
H (0.43875, -4.02807, 0.07543)
H (-0.24448, -5.41114, -1.89573)
H (-1.04181, -5.41647, -4.25564)
H (-1.91721, -3.29278, -5.23809)
H (-1.95713, -1.25311, -3.81798)
H (3.82293, -1.24641, -2.13252)
H (3.91273, 0.46400, -3.93772)
H (1.87936, 1.84599, -4.39499)
H (-0.16810, 1.41607, -3.05361)
N (2.04424, 1.92830, -0.15050)
C (3.16305, 1.99218, 0.15435)
N (4.42917, 2.05750, 0.49511)
C (5.41743, 2.67953, -0.40134)
C (6.61777, 1.75494, -0.56958)
C (7.04150, 1.11914, 0.77445)
C (6.36278, 1.79796, 1.96180)
C (4.84914, 1.67745, 1.85662)
H (5.71691, 3.64396, 0.01331)
H (4.92694, 2.87656, -1.35286)
H (7.43586, 2.33258, -1.00093)
H (6.37023, 0.97239, -1.28934)
H (8.12271, 1.17111, 0.89052)
H (6.77960, 0.05811, 0.78325)
H (6.65068, 2.84984, 2.01293)
H (6.67805, 1.34198, 2.89998)
H (4.35042, 2.31059, 2.59456)
H (4.54635, 0.64158, 2.03699)
N (-6.75154, 2.12436, 4.04565)
C (-6.04740, 1.19672, 3.35273)
C (-4.65388, 1.07820, 3.53029)
C (-3.93831, 0.14567, 2.82059)
C (-4.59198, -0.69539, 1.91634)
C (-5.97063, -0.59590, 1.73648)
C (-6.69084, 0.33706, 2.44801)
S (-3.67763, -1.82205, 0.97746)
O (-2.63178, -2.40331, 1.78434)
O (-4.57648, -2.66794, 0.25092)
N (-2.83240, -0.91657, -0.10617)
C (-3.39459, -0.14823, -1.05844)
S (-5.01402, 0.13015, -1.53965)
C (-4.43201, 1.15411, -2.81374)
C (-3.08888, 1.21755, -2.81522)
N (-2.48636, 0.48740, -1.80739)
H (-6.31055, 2.69430, 4.74336)
H (-7.75145, 2.17021, 3.97426)
H (-4.15505, 1.71441, 4.25083)
H (-2.87157, 0.04107, 2.98020)
H (-6.47104, -1.27554, 1.05947)
H (-7.76435, 0.40003, 2.32401)
H (-5.11909, 1.64829, -3.47985)
H (-2.49136, 1.79773, -3.50154)